No. 1
{
  "formula": "C21H26FN3O3S",
  "method": "ωB97M-V with the def2-TZVPD basis set",
  "elements": ["C", "C", "C", "C", "C", "N", "C", "C", "O", "N", "C", "C", "C", "C", "C", "F", "C", "C", "C", "S", "O", "O", "N", "C", "C", "C", "C", "C", "C", "H", "H", "H", "H", "H", "H", "H", "H", "H", "H", "H", "H", "H", "H", "H", "H", "H", "H", "H", "H", "H", "H", "H", "H", "H", "H"],
  "coordinates": [[-4.92247, -0.15898, -0.73244], [-3.78705, 0.80133, -0.55349], [-3.72684, 1.94623, -1.35313], [-2.72558, 2.88032, -1.22060], [-1.72166, 2.72324, -0.25741], [-0.79712, 3.73372, -0.07166], [0.36465, 3.52426, 0.74932], [1.33296, 2.49631, 0.14036], [1.27076, 2.17450, -1.02241], [2.24449, 2.03267, 1.04110], [3.28353, 1.11953, 0.83860], [3.99472, 0.67962, 1.95454], [5.03116, -0.22289, 1.81419], [5.38110, -0.70445, 0.56407], [4.66737, -0.25235, -0.53004], [4.99427, -0.71070, -1.75496], [3.62744, 0.65135, -0.42458], [-1.75854, 1.57134, 0.52146], [-2.77059, 0.63974, 0.37413], [-2.51716, -0.78395, 1.44259], [-3.71903, -1.55662, 1.61654], [-1.85505, -0.32741, 2.63484], [-1.40312, -1.63176, 0.53550], [-2.00992, -2.42329, -0.51056], [-0.99962, -3.05285, -1.46894], [0.14394, -2.11504, -1.86212], [1.32295, -2.18178, -0.89236], [1.03953, -1.51866, 0.45156], [-0.18843, -2.08674, 1.16735], [-5.86888, 0.37788, -0.68280], [-4.86684, -0.63601, -1.71146], [-4.90874, -0.92151, 0.03841], [-4.49617, 2.09703, -2.09667], [-2.71326, 3.75296, -1.85752], [-0.62328, 4.27883, -0.90416], [0.04438, 3.20781, 1.74563], [0.89409, 4.47783, 0.84520], [2.14224, 2.34150, 1.99830], [3.72857, 1.04522, 2.93563], [5.57152, -0.55633, 2.68652], [6.18426, -1.41068, 0.43222], [3.09534, 0.97346, -1.30318], [-1.01785, 1.35859, 1.27286], [-2.65640, -1.73686, -1.06294], [-2.64760, -3.20791, -0.07711], [-1.55288, -3.35534, -2.36044], [-0.58116, -3.95890, -1.02717], [-0.22291, -1.08918, -1.91884], [0.50359, -2.39906, -2.85361], [2.18166, -1.68427, -1.34687], [1.59726, -3.22767, -0.73213], [0.86941, -0.45294, 0.29233], [1.91254, -1.63329, 1.09860], [-0.21793, -1.70716, 2.19084], [-0.14766, -3.18071, 1.20693]],
  "mulliken_charge": [-1.769, 0.722, -0.932, -0.777, 0.412, -0.192, -1.389, 0.794, -0.636, -0.020, 0.574, -0.728, -0.589, -0.679, 0.306, -0.363, -0.274, -0.329, -0.130, 1.369, -0.803, -0.758, 0.464, -0.428, -0.950, -0.757, -0.686, 0.831, -1.586, 0.541, 0.321, 0.304, 0.452, 0.359, 0.264, 0.465, 0.452, 0.231, 0.376, 0.391, 0.474, 0.584, 0.681, 0.276, 0.170, 0.435, 0.388, 0.229, 0.440, 0.162, 0.342, -0.530, 0.495, 0.564, 0.433],
  "multiplicity": 1,
  "e_above_lowest_kcal_mol": 0.0,
  "smiles": "Cc1ccc(NCC(=O)Nc2cccc(F)c2)cc1S(=O)(=O)N1CCCCCC1",
  "e_tot_ev": -46365.0828,
  "orbital_gap_ev": 8.64
}


No. 2
{
  "formula": "C29H33N3S2SiTi",
  "method": "ωB97M-V with the def2-TZVPD basis set",
  "elements": ["Ti", "S", "C", "N", "C", "C", "N", "C", "C", "C", "C", "C", "C", "C", "C", "S", "C", "C", "C", "C", "C", "C", "C", "H", "H", "H", "H", "H", "H", "H", "H", "H", "H", "H", "H", "H", "H", "H", "H", "H", "H", "C", "C", "C", "C", "C", "C", "C", "C", "N", "H", "H", "H", "H", "H", "H", "C", "Si", "C", "C", "H", "H", "H", "H", "H", "H", "H", "H", "H"],
  "coordinates": [[-1.38184, 2.23528, 0.30828], [-2.22433, 0.15115, -0.34229], [-0.86998, -0.57527, -1.15343], [-1.00323, -1.82852, -1.63919], [0.17023, -2.46593, -2.21100], [0.89927, -1.45967, -3.07083], [1.24931, -0.30926, -2.25532], [2.61026, 0.20830, -2.41484], [3.62298, -0.77152, -1.86177], [4.51322, -1.42140, -2.70764], [5.40338, -2.35946, -2.20111], [5.40303, -2.65486, -0.84729], [4.52163, -2.00192, 0.00453], [3.63598, -1.06398, -0.50027], [0.35861, 0.12616, -1.33314], [0.76302, 1.51172, -0.36192], [-2.19401, -2.66276, -1.47469], [-1.88597, -3.91246, -0.68367], [-1.85783, -5.15662, -1.30096], [-1.56592, -6.29776, -0.56696], [-1.29842, -6.19916, 0.78973], [-1.32375, -4.95816, 1.41222], [-1.61752, -3.82005, 0.67850], [-0.14740, -3.32411, -2.79899], [0.83822, -2.81856, -1.41814], [0.27703, -1.14539, -3.91486], [1.81617, -1.90169, -3.45626], [2.67802, 1.16682, -1.91137], [2.78583, 0.36451, -3.48075], [4.52003, -1.18642, -3.76638], [6.09602, -2.85488, -2.86873], [6.09231, -3.39058, -0.45450], [4.53095, -2.21937, 1.06463], [2.95452, -0.54609, 0.16598], [-2.57467, -2.93221, -2.46367], [-2.95432, -2.08099, -0.96495], [-2.07572, -5.23983, -2.36034], [-1.55127, -7.26331, -1.05521], [-1.07752, -7.08883, 1.36438], [-1.12278, -4.88128, 2.47285], [-1.63932, -2.84995, 1.16532], [-3.05763, 3.29806, -0.31311], [-2.08000, 4.32158, -0.00093], [-0.90573, 4.42213, -0.79232], [0.12717, 5.28380, -0.44240], [0.04439, 6.03543, 0.72273], [-1.08494, 5.91351, 1.54396], [-2.11280, 5.06376, 1.20049], [1.08902, 6.94868, 1.06795], [1.91999, 7.69402, 1.33901], [-3.21123, 3.10861, -1.37281], [-3.98383, 3.33664, 0.25096], [-0.87124, 3.93546, -1.76061], [0.99616, 5.37994, -1.07957], [-1.14483, 6.50265, 2.44963], [-2.98449, 4.99025, 1.83778], [-0.97165, -0.16411, 3.04264], [-1.38786, 1.65937, 2.73805], [-3.14196, 1.96806, 3.39823], [-0.06285, 2.76899, 3.53217], [-0.90575, -0.36655, 4.11480], [-0.02035, -0.44702, 2.58765], [-1.75170, -0.80410, 2.62776], [-3.20798, 1.66567, 4.44576], [-3.86469, 1.37499, 2.83449], [-3.43953, 3.01630, 3.33661], [0.13379, 2.44655, 4.55704], [-0.37266, 3.81500, 3.56597], [0.87896, 2.71069, 2.98212]],
  "mulliken_charge": [-0.103, -0.235, 0.584, 0.162, -0.630, -0.932, 0.156, -1.540, 0.731, -0.272, -0.632, -0.425, -0.793, -0.079, 0.319, -0.242, -1.409, 0.336, -0.242, -0.694, -0.410, -0.639, -0.017, 0.525, 0.271, 0.326, 0.452, 0.499, 0.437, 0.391, 0.391, 0.394, 0.422, 0.377, 0.408, 0.574, 0.407, 0.384, 0.390, 0.418, 0.442, -0.900, 0.210, -0.160, -0.693, 0.529, -0.729, -0.426, -0.176, -0.426, 0.325, 0.383, 0.461, 0.547, 0.546, 0.496, -0.982, 0.849, -1.116, -1.076, 0.508, 0.268, 0.087, 0.382, 0.291, 0.287, 0.416, 0.278, 0.321],
  "multiplicity": 2,
  "charge": 1,
  "e_above_lowest_kcal_mol": 7.5,
  "e_tot_ev": -87736.7266,
  "orbital_gap_ev": [6.03, 7.30]
}


No. 3
{
  "formula": "C3H13NO2S",
  "method": "ωB97M-V with the def2-TZVPD basis set",
  "elements": ["C", "C", "N", "C", "S", "H", "H", "H", "H", "H", "H", "H", "H", "H", "O", "H", "H", "O", "H", "H"],
  "coordinates": [[3.74961, -0.62824, 1.00153], [2.54192, -0.07852, 0.21584], [1.53855, -1.14564, 0.10156], [1.99297, 1.17929, 0.90622], [0.68226, 2.14548, 0.12158], [4.59477, -0.67406, 0.31764], [3.48892, -1.60348, 1.33753], [3.99011, -0.03282, 1.88218], [2.83178, 0.12422, -0.81668], [1.17084, -1.33500, 1.02620], [0.72136, -0.83176, -0.41693], [1.67701, 0.82421, 1.89722], [2.79311, 1.88155, 1.05430], [-0.09850, 1.08989, -0.14840], [-4.98502, 0.51115, -3.06210], [-4.97784, -0.08112, -2.30645], [-5.87327, 0.55611, -3.41218], [-5.35404, -0.36691, -0.17624], [-5.96860, -0.73031, 0.46949], [-4.51593, -0.80403, 0.00769]],
  "mulliken_charge": [-1.189, 0.378, -0.700, -0.865, -0.169, 0.264, 0.357, 0.342, 0.315, 0.272, 0.237, 0.344, 0.360, 0.056, -0.635, 0.335, 0.305, -0.647, 0.320, 0.321],
  "multiplicity": 1,
  "e_above_lowest_kcal_mol": 12.1,
  "smiles": "C[C@@H](N)CS.O.O",
  "e_tot_ev": -19741.9156,
  "orbital_gap_ev": 9.42
}


No. 4
{
  "formula": "C23H62F2N3O29S9",
  "method": "ωB97M-V with the def2-TZVPD basis set",
  "elements": ["N", "S", "O", "O", "F", "S", "O", "O", "F", "C", "N", "O", "O", "H", "H", "H", "C", "N", "O", "O", "H", "H", "H", "O", "S", "O", "O", "C", "C", "C", "H", "H", "H", "H", "H", "H", "H", "H", "O", "S", "O", "O", "C", "C", "C", "H", "H", "H", "H", "H", "H", "H", "H", "O", "S", "O", "O", "C", "C", "C", "H", "H", "H", "H", "H", "H", "H", "H", "O", "S", "O", "O", "C", "C", "C", "H", "H", "H", "H", "H", "H", "H", "H", "O", "S", "O", "O", "C", "C", "C", "H", "H", "H", "H", "H", "H", "H", "H", "O", "S", "O", "O", "C", "C", "C", "H", "H", "H", "H", "H", "H", "H", "H", "O", "S", "O", "O", "C", "C", "C", "H", "H", "H", "H", "H", "H", "H", "H"],
  "coordinates": [[-1.74543, 0.73380, -1.51788], [-2.83789, 0.16510, -2.32772], [-2.60040, -0.07245, -3.72605], [-4.23123, 0.39192, -1.94784], [-2.65817, -1.37132, -1.79903], [-1.94135, 2.31258, -2.14245], [-3.23301, 2.93868, -2.08060], [-1.07076, 2.64755, -3.25183], [-1.11154, 3.07672, -0.99076], [-0.41894, 0.37727, -9.23836], [-1.85383, 0.36195, -9.74177], [-2.17064, -0.59177, -10.42024], [-2.54404, 1.34664, -9.55793], [0.23471, 0.65017, -10.06684], [-0.29826, -0.62794, -8.83451], [-0.46122, 1.18289, -8.50536], [-9.42132, 2.26274, 0.24955], [-10.47072, 1.45256, -0.38833], [-11.00204, 0.59067, 0.23055], [-10.75166, 1.74690, -1.51997], [-9.05326, 2.88344, -0.56738], [-8.63868, 1.61442, 0.64358], [-9.90619, 2.77611, 1.07988], [6.29169, -5.47896, -0.69420], [5.19112, -5.80245, -1.61216], [4.24462, -6.89299, -1.30006], [4.25688, -4.45222, -1.85005], [4.88683, -3.14708, -2.11278], [3.87841, -2.14481, -2.74860], [5.83983, -6.09561, -3.33095], [5.81302, -3.32284, -2.65993], [5.14070, -2.69057, -1.15610], [3.10465, -1.86356, -2.03425], [3.26954, -2.76272, -3.40857], [4.24135, -1.28890, -3.31763], [4.98843, -6.39833, -3.94052], [6.55941, -6.89691, -3.16291], [6.38349, -5.22836, -3.70567], [-4.54320, 2.00864, 5.97119], [-3.95209, 3.35855, 6.04204], [-4.72462, 4.54504, 5.77982], [-3.19791, 3.50872, 7.48538], [-2.72226, 4.78721, 7.91914], [-2.32842, 4.62529, 9.35892], [-2.34449, 3.33266, 5.03779], [-3.56415, 5.46007, 7.75610], [-1.91260, 5.25271, 7.35712], [-2.12967, 5.62156, 9.75394], [-1.39882, 4.07017, 9.48454], [-3.02883, 4.09119, 10.00100], [-1.87018, 4.30744, 4.92408], [-2.44516, 2.83980, 4.07081], [-1.66477, 2.69432, 5.60224], [2.90340, -1.08021, 5.56411], [2.71369, -1.48458, 4.17332], [3.62935, -2.44592, 3.54575], [1.12888, -1.94102, 3.93945], [0.59617, -2.45709, 2.74880], [0.87312, -3.98455, 2.73393], [2.72753, 0.06439, 3.15823], [1.01850, -1.87103, 1.93254], [-0.46988, -2.23488, 2.70117], [1.88113, -4.23301, 2.40184], [0.30155, -4.37315, 1.89108], [0.51649, -4.45082, 3.65236], [1.94236, 0.79016, 3.37003], [2.79195, -0.16806, 2.09525], [3.67941, 0.55615, 3.35873], [0.37782, -10.73336, -6.82012], [-0.88560, -10.37670, -6.17917], [-1.37356, -11.00003, -4.96365], [-0.89246, -8.77254, -5.92284], [-0.88544, -8.30980, -4.57100], [-2.33353, -7.99684, -4.19727], [-2.18891, -10.43171, -7.38622], [-0.36272, -7.35953, -4.46211], [-0.52663, -9.00765, -3.81446], [-3.00685, -8.85377, -4.21755], [-2.66529, -7.20791, -4.87227], [-2.25835, -7.55380, -3.20421], [-2.40307, -11.49833, -7.31887], [-1.75032, -10.03673, -8.30259], [-3.05286, -9.83634, -7.09087], [4.07741, 7.40299, 1.84920], [3.20427, 8.18875, 2.72681], [2.48684, 7.51343, 3.75988], [4.13386, 9.43144, 3.30181], [3.55329, 10.18800, 4.39015], [4.67795, 10.89054, 5.17909], [2.15721, 9.19866, 1.67975], [2.88829, 9.69772, 5.10114], [2.98175, 10.97613, 3.89996], [5.21960, 11.67048, 4.64391], [5.32212, 10.13545, 5.62963], [4.10663, 11.43876, 5.92818], [1.55691, 8.56843, 1.02359], [2.81445, 9.90174, 1.16808], [1.42273, 9.72434, 2.28993], [6.71445, 2.99314, -1.61017], [7.61457, 3.24008, -2.73121], [8.43630, 2.12261, -3.27615], [6.77094, 4.03473, -3.97891], [5.63472, 4.80620, -3.71023], [4.91400, 5.16657, -4.99983], [8.69136, 4.69343, -2.25642], [5.94447, 5.71281, -3.19039], [4.96954, 4.30499, -3.00707], [4.43839, 6.13438, -4.84094], [4.15219, 4.42163, -5.22964], [5.51768, 5.29238, -5.89862], [8.31510, 5.59193, -2.74556], [9.71011, 4.47187, -2.57446], [8.76181, 4.77951, -1.17212], [-6.33978, -5.92776, 5.73233], [-5.59037, -5.21488, 4.73018], [-4.40659, -5.73567, 4.06870], [-6.65936, -4.68069, 3.58328], [-6.13479, -4.09824, 2.36198], [-6.45368, -4.98209, 1.13234], [-5.16617, -3.69006, 5.60204], [-5.05500, -3.95725, 2.31429], [-6.53272, -3.09426, 2.21441], [-7.48157, -4.85488, 0.79270], [-6.27431, -6.03549, 1.34746], [-5.85594, -4.66885, 0.27637], [-4.35685, -3.15634, 5.10379], [-4.88913, -4.04829, 6.59352], [-6.09597, -3.14503, 5.76486]],
  "mulliken_charge": [-0.187, 1.016, -0.593, -0.572, -0.343, 1.064, -0.524, -0.575, -0.286, -0.626, 0.837, -0.524, -0.514, 0.259, 0.268, 0.300, -0.665, 0.897, -0.545, -0.535, 0.311, 0.274, 0.263, -0.595, 1.114, -0.585, -0.294, -0.178, -1.115, -0.873, 0.358, 0.268, 0.275, 0.307, 0.340, 0.298, 0.355, 0.324, -0.558, 1.112, -0.604, -0.301, -0.103, -1.266, -0.968, 0.339, 0.274, 0.372, 0.315, 0.331, 0.327, 0.409, 0.321, -0.595, 1.158, -0.574, -0.285, -0.267, -1.058, -0.974, 0.232, 0.333, 0.324, 0.389, 0.285, 0.322, 0.337, 0.373, -0.602, 1.124, -0.601, -0.322, -0.286, -1.047, -0.859, 0.347, 0.318, 0.296, 0.286, 0.378, 0.350, 0.322, 0.296, -0.591, 1.115, -0.581, -0.282, -0.256, -1.192, -0.926, 0.382, 0.299, 0.311, 0.316, 0.378, 0.393, 0.308, 0.327, -0.588, 1.141, -0.584, -0.317, -0.121, -1.164, -0.832, 0.259, 0.335, 0.348, 0.292, 0.316, 0.271, 0.327, 0.315, -0.591, 1.161, -0.577, -0.311, -0.246, -1.085, -0.932, 0.289, 0.350, 0.294, 0.300, 0.342, 0.305, 0.385, 0.316],
  "multiplicity": 1,
  "charge": -1,
  "e_above_lowest_kcal_mol": 119.1,
  "e_tot_ev": -191644.1405,
  "orbital_gap_ev": 8.38
}